(1)
Below is 9 unconnected molecules or ions with the total composition C26H72N2O14, with properties calculated with ωB97M-V with the def2-TZVPD basis set.

```
114
C26H72N2O14 | the OMol25 dataset | ωB97M-V with the def2-TZVPD basis set
C -2.3321 6.3528 -1.7712
O -1.0338 6.0948 -2.2737
C -0.5847 4.8682 -1.8722
C 0.9430 4.7812 -2.1581
N 1.4828 3.4608 -2.1254
C 1.4993 2.8764 -0.7859
C 1.3877 1.4095 -0.8029
O 2.0800 0.7426 -0.0113
C 1.6363 0.8879 1.2602
H -2.3751 6.5485 -0.6776
H -2.9949 5.6052 -2.1017
H -2.7725 7.2276 -2.2223
H -1.1681 4.1999 -2.5299
H -0.7932 4.5608 -0.8508
H 1.5698 5.4532 -1.6020
H 1.0970 5.2452 -3.1065
H 2.3560 3.2787 -2.6374
H 0.7555 3.3524 -0.0536
H 2.4229 3.1254 -0.2438
H 1.8989 1.0830 -1.6700
H 0.3651 1.0163 -0.9203
H 1.2487 1.8746 1.5777
H 2.3642 0.4798 1.9588
H 0.7633 0.2225 1.2943
C -4.3938 7.9361 4.1526
O -3.9801 7.2951 2.9507
C -3.3959 5.9867 3.0734
C -3.0529 5.5176 1.6446
N -2.3043 4.2893 1.6599
C -2.8782 3.3572 0.7437
C -2.0754 2.0176 0.6842
O -2.5499 0.8980 0.4401
C -3.1791 0.6866 -0.7944
H -3.9380 7.5948 5.0689
H -5.4475 7.9253 4.1695
H -4.1098 8.9433 4.1917
H -4.0816 5.2861 3.6063
H -2.5271 5.9550 3.6666
H -2.3163 6.2907 1.3297
H -3.8309 5.6989 0.8531
H -2.4578 3.8768 2.5725
H -2.8281 3.7764 -0.2092
H -3.9277 3.2882 0.9066
H -1.7071 1.9090 1.7105
H -1.1214 2.1406 0.1402
H -2.6583 1.3199 -1.4369
H -4.1840 1.0232 -0.7679
H -3.1669 -0.3135 -1.1922
O -0.8065 -3.1822 -1.8059
C -0.5819 -3.2766 -0.4487
C 0.0129 -2.0149 0.0384
O 1.1210 -1.6911 -0.7128
H -0.0189 -2.8230 -2.1944
H -1.5197 -3.2974 0.0251
H -0.1152 -4.1631 -0.1770
H 0.1799 -2.0454 1.1574
H -0.8550 -1.3093 0.0492
H 1.5187 -0.8801 -0.3218
O 3.5579 -0.9100 -2.5198
C 4.2992 -1.0936 -1.3896
C 4.4713 -2.4314 -0.9436
O 5.3249 -2.4155 0.2296
H 3.7975 -1.6495 -3.1082
H 5.3225 -0.6827 -1.5581
H 3.9855 -0.4954 -0.5443
H 4.8189 -3.1940 -1.7381
H 3.4370 -2.7762 -0.6707
H 5.8426 -3.2258 0.2617
O -0.4539 1.8479 -3.7700
C 0.2135 0.6619 -4.1515
C -0.4615 -0.5050 -3.6038
O 0.3964 -1.5680 -3.6596
H 0.1245 2.3421 -3.2305
H 0.2056 0.6853 -5.3229
H 1.2704 0.8101 -3.8921
H -1.2791 -0.8013 -4.2284
H -0.8633 -0.3297 -2.6128
H 1.0494 -1.3939 -2.9633
C 1.5968 -3.2773 2.9979
C 2.7597 -3.5418 2.0856
O 3.6469 -2.5860 2.3280
H 1.2919 -2.2197 2.8218
H 1.8774 -3.6211 3.9776
H 0.7071 -3.8868 2.7550
H 2.4484 -3.5698 1.0676
H 3.1245 -4.5507 2.3216
H 4.2197 -2.6212 1.5483
C -0.5480 -6.2848 2.1590
C 0.1895 -6.7895 1.0402
O 1.4381 -6.1605 0.9940
H 0.0331 -6.0477 3.0832
H -1.4074 -6.8518 2.3450
H -1.0246 -5.3913 1.9183
H -0.3996 -6.7656 0.1078
H 0.4803 -7.8331 1.2579
H 1.8884 -6.4396 1.7559
C -2.2673 -2.1755 3.1545
C -2.1772 -0.7774 3.3764
O -3.2836 -0.1034 2.6516
H -2.9931 -2.6190 3.8477
H -1.3666 -2.7127 3.5097
H -2.5358 -2.4621 2.1516
H -1.2566 -0.3291 2.8702
H -2.1394 -0.5839 4.4334
H -3.1039 -0.1358 1.7777
C 2.5401 -4.8640 -3.7351
C 2.0267 -5.1009 -2.4000
O 3.1244 -5.3379 -1.5640
H 3.3840 -4.2090 -3.8562
H 1.8176 -4.2897 -4.3138
H 2.7640 -5.7903 -4.2091
H 1.3293 -6.0485 -2.4746
H 1.3700 -4.2928 -2.1712
H 2.7465 -5.3680 -0.6463
```

Output
Highest occupied orbital energy, eV: -9.18
Spin multiplicity: 1
HOMO-LUMO gap, eV: 9.773
Net charge: 0
Relative energy (zero: lowest compared OMol25 entry of this formula, charge and spin), kcal per mole: 53.37
SMILES: COCCNCCOC.COCCNCCOC.OCCO.OCCO.OCCO.CCO.CCO.CCO.CCO

=====

(2)
Below is 8 unconnected molecules or ions with the total composition C26H73N5O11, with properties calculated with ωB97M-V with the def2-TZVPD basis set.

```
115
C26H73N5O11 | the OMol25 dataset | ωB97M-V with the def2-TZVPD basis set
C -0.8919 0.2382 -3.8051
O -0.2102 0.9141 -4.8197
C 0.8737 1.6965 -4.3273
C 1.3728 2.6048 -5.4470
C 1.8047 1.8139 -6.6646
N 2.5180 3.4275 -5.0207
H -1.4391 0.9735 -3.2024
H -0.2129 -0.3287 -3.1530
H -1.5793 -0.5109 -4.1992
H 0.5111 2.2115 -3.4238
H 1.6060 0.9928 -3.8995
H 0.5240 3.2568 -5.6638
H 2.6020 1.1244 -6.3823
H 2.1825 2.5116 -7.4122
H 0.9482 1.2994 -7.0989
H 3.3464 2.8555 -4.9474
H 2.2673 3.9051 -4.1638
C 0.8074 -4.6513 -1.1302
O 2.0922 -4.1510 -1.3851
C 2.1832 -2.8059 -0.9944
C 3.5466 -2.2160 -1.1840
C 4.6342 -3.1076 -0.5577
N 3.6196 -0.8745 -0.5806
H 0.6993 -5.7070 -1.3595
H 0.0423 -4.0192 -1.5959
H 0.5728 -4.5771 -0.0539
H 1.4474 -2.1903 -1.5311
H 1.9131 -2.7383 0.0752
H 3.7232 -2.1026 -2.2580
H 4.3450 -3.2283 0.4898
H 5.6715 -2.8330 -0.7364
H 4.5846 -4.1267 -0.9626
H 3.7094 -0.8967 0.4307
H 4.5052 -0.5064 -0.9270
C 2.9628 3.5846 0.0268
O 3.6517 3.7514 -1.1780
C 4.2736 2.5550 -1.6590
C 5.4800 2.1271 -0.8084
C 6.4297 3.3059 -0.6542
N 6.1490 1.0476 -1.5373
H 2.1260 2.8794 -0.0131
H 2.5981 4.5455 0.3925
H 3.5978 3.2213 0.8481
H 3.4881 1.7940 -1.7164
H 4.5233 2.8046 -2.6945
H 5.0466 1.8466 0.1544
H 5.9661 4.2051 -0.2435
H 6.9332 3.5650 -1.5866
H 7.2315 3.0417 0.0461
H 6.0028 1.1796 -2.5281
H 7.1348 1.0154 -1.3245
C -6.8420 -4.5259 -0.2652
O -5.6490 -4.0614 -0.8342
C -5.7721 -2.8183 -1.5264
C -4.3678 -2.2537 -1.7394
C -3.3542 -3.1471 -2.4243
N -3.8325 -1.7448 -0.4612
H -7.6923 -4.5216 -0.9546
H -7.1135 -3.9191 0.6073
H -6.6812 -5.5465 0.0750
H -6.2255 -3.0567 -2.4968
H -6.4060 -2.1560 -0.9339
H -4.4972 -1.3895 -2.4031
H -3.6961 -3.5194 -3.3914
H -3.2477 -4.0558 -1.8170
H -2.3515 -2.7416 -2.5396
H -4.5444 -1.2549 0.0804
H -3.6880 -2.5820 0.1109
C -1.9982 0.4523 6.1596
O -0.9999 0.4418 5.1557
C 0.2166 -0.2068 5.4577
C 0.8705 -0.7289 4.1607
C -0.1461 -1.5674 3.3879
N 2.0718 -1.5201 4.4868
H -2.7808 -0.2694 5.8959
H -2.4805 1.4320 6.1587
H -1.5750 0.2073 7.1344
H 0.8759 0.4813 6.0064
H 0.0936 -1.0257 6.1812
H 1.1019 0.1905 3.6168
H -1.0655 -0.9937 3.2728
H -0.4070 -2.4967 3.9011
H 0.1951 -1.8399 2.3892
H 1.7534 -2.4734 4.6338
H 2.4004 -1.2079 5.3980
O -5.5942 -0.1196 1.4340
C -4.3497 0.1770 2.0868
C -4.5960 0.9307 3.3766
O -5.2522 0.1298 4.3343
H -6.1303 -0.7465 1.9282
H -3.8332 -0.7552 2.3212
H -3.7952 0.8198 1.4121
H -5.1542 1.8597 3.1988
H -3.6063 1.2771 3.7167
H -5.4384 0.6695 5.1061
O -1.4541 1.7717 2.6510
C -1.6322 3.1622 2.7434
C -0.6833 3.8622 1.7874
O -0.8012 5.2658 1.8676
H -1.0702 1.4327 3.4717
H -2.6715 3.4599 2.5653
H -1.4584 3.5868 3.7422
H -0.8165 3.4030 0.7952
H 0.3602 3.5655 1.9822
H -0.4096 5.6412 1.0738
O -1.0072 -1.3789 -0.5409
C -0.9132 0.0070 -0.2177
C 0.4494 0.4037 0.2774
O 1.2785 0.8123 -0.8281
H -1.9576 -1.5148 -0.7386
H -1.2676 0.5800 -1.0786
H -1.6717 0.2518 0.5384
H 0.9319 -0.3931 0.8479
H 0.4099 1.3163 0.8769
H 2.0539 0.2175 -0.8471
```

Output
Highest occupied orbital energy, eV: -8.90
Spin multiplicity: 1
HOMO-LUMO gap, eV: 9.293
Net charge: 0
Relative energy (zero: lowest compared OMol25 entry of this formula, charge and spin), kcal per mole: 6.18
SMILES: COC[C@H](C)N.COC[C@H](C)N.COC[C@H](C)N.COC[C@H](C)N.COC[C@H](C)N.OCCO.OCCO.OCCO

=====

Calculated max |F| (eV/A), listed in the same order as above: 9.73; 1.73
Calculated total energy (hartree), listed in the same order as above: -2196.25773; -2135.68214